{"formula": "C7H10BF4NSn", "method": "wB97M-V/def2-TZVPD", "homo_lumo_gap_ev": 7.69, "lumo_ev": -0.90, "homo_energy_ev": -8.59, "charge": 0, "e_tot_ev": -26289.40299, "spin_multiplicity": 1, "species": ["C", "C", "C", "C", "C", "Sn", "N", "C", "C", "H", "H", "H", "H", "H", "H", "H", "H", "H", "H", "F", "B", "F", "F", "F"], "positions_angstrom": [[-0.739600, 1.055229, -2.024473], [0.616190, 1.084666, -2.430674], [1.357625, 1.855142, -1.514674], [0.493693, 2.318403, -0.495019], [-0.853198, 1.879454, -0.813618], [-0.251404, -0.069693, 0.132441], [-1.767647, -1.459309, 0.674883], [-0.248753, -2.603717, 0.026931], [0.836538, -1.955158, -0.697935], [2.388285, 2.172604, -1.656313], [0.987888, 0.658392, -3.363902], [0.715939, 3.036838, 0.288878], [-1.791447, 2.227820, -0.389336], [-1.590190, 0.578278, -2.519923], [0.779228, -1.874334, -1.795536], [-0.916658, -3.240260, -0.571606], [-2.767750, -1.012122, 0.821400], [1.865213, -1.863950, -0.301817], [-0.064037, -2.938308, 1.052287], [1.046166, 0.286737, 1.782690], [0.087640, -0.001730, 3.315334], [-0.970634, 0.838546, 3.062624], [-0.197931, -1.333569, 3.153687], [0.984840, 0.360047, 4.263667]], "atomic_forces_ev_per_a": [[0.3, 0.6, -0.2], [-0.9, 0.2, -0.2], [-0.4, 0.6, 0.2], [0.0, 0.4, -0.8], [0.6, -0.7, -0.5], [-1.2, -1.3, 1.3], [1.7, 3.3, -0.5], [-1.1, -2.0, -0.4], [-0.9, 1.9, 0.5], [-0.2, -0.4, 0.3], [0.0, 0.0, 0.5], [0.1, -0.4, -0.1], [0.3, -0.1, 0.1], [0.5, 0.2, 0.2], [-0.1, -0.2, 0.6], [0.5, 0.2, 0.5], [2.2, -1.9, -0.8], [-0.8, -0.3, 0.2], [-0.1, 0.2, -0.5], [-0.8, -0.2, 0.1], [0.1, -0.3, -0.3], [0.7, -0.3, 0.2], [0.5, 0.9, 0.4], [-0.7, -0.2, -0.6]]}

---

{"formula": "C7H10ClN3O3S", "method": "wB97M-V/def2-TZVPD", "homo_lumo_gap_ev": 7.42, "lumo_ev": -1.24, "e_above_lowest_kcal_mol": 167.8, "homo_energy_ev": -8.66, "charge": 0, "e_tot_ev": -41382.70669, "spin_multiplicity": 1, "species": ["C", "C", "N", "C", "C", "N", "H", "N", "O", "O", "S", "C", "H", "H", "C", "O", "H", "C", "H", "H", "Cl", "H", "H", "H", "H"], "positions_angstrom": [[3.183117, 2.388814, -0.283807], [2.598276, 1.080702, -0.201823], [1.320610, 1.040413, 0.030308], [0.977528, -0.414792, 0.116708], [2.139114, -1.246718, -0.226900], [3.017295, -0.189344, -0.237515], [3.954061, -0.429571, -0.305775], [2.330215, -2.408033, -0.220635], [1.336434, -3.134696, -0.002570], [3.539028, -2.847021, -0.320331], [-0.650354, -0.923477, 0.485776], [-1.695090, 0.501881, 0.525577], [-1.343206, 0.654586, 1.488215], [-1.258241, 1.174045, -0.123220], [-3.089427, 0.071615, 0.421418], [-3.474916, -0.739423, 1.781853], [-4.262367, -1.216504, 1.588469], [-3.462090, -0.665751, -0.685744], [-2.854739, -1.489521, -0.873694], [-3.159949, 0.036295, -1.508046], [-5.237332, -0.861743, -0.953420], [-3.749999, 1.139206, 0.749797], [3.917737, 2.612724, 0.427249], [2.348219, 3.240288, -0.070279], [3.576066, 2.626028, -1.601620]], "atomic_forces_ev_per_a": [[-0.5, 3.8, -4.6], [-2.4, -2.6, 0.8], [-3.5, -3.9, 0.6], [-0.9, 2.2, -1.1], [-5.8, 18.6, 1.7], [4.5, 0.0, -1.4], [2.2, -0.4, -0.3], [3.5, -14.4, 0.9], [0.3, -0.4, -0.4], [-1.7, 0.6, -0.2], [2.4, -3.2, -1.3], [1.4, -1.8, 0.8], [-0.9, 2.1, 2.2], [0.1, 1.8, -1.6], [-3.6, 3.8, 8.3], [2.7, 2.0, -2.1], [-1.1, -0.6, -0.5], [-1.6, 1.7, -4.8], [0.3, -2.1, 0.0], [-0.3, -0.6, 0.1], [0.8, -0.4, 0.4], [1.6, -3.1, -1.9], [1.7, 0.1, 0.6], [1.7, -2.5, -0.7], [-0.9, -0.7, 4.4]]}

---

{"formula": "C7H10ClNO2", "method": "wB97M-V/def2-TZVPD", "homo_lumo_gap_ev": 10.46, "lumo_ev": 0.15, "e_above_lowest_kcal_mol": 75.4, "smiles": "O=[N+]([O-])[C@]1(Cl)C[C@H]2CC[C@@H]1C2", "homo_energy_ev": -10.31, "charge": 0, "e_tot_ev": -25524.49552, "spin_multiplicity": 1, "species": ["O", "N", "O", "C", "Cl", "C", "C", "C", "C", "C", "C", "H", "H", "H", "H", "H", "H", "H", "H", "H", "H"], "positions_angstrom": [[-3.209238, -0.927481, -0.861864], [-2.392304, -0.721436, -0.002475], [-2.280810, -1.338606, 1.011403], [-1.295757, 0.301037, -0.065921], [-2.032597, 1.860658, -0.316652], [-0.203785, 0.015710, -1.496371], [1.030099, -0.461882, -0.727564], [1.710252, 0.801539, -0.207227], [0.856287, 1.117452, 1.022083], [-0.258693, -0.000540, 1.022235], [0.507531, -1.257735, 0.496995], [-0.140210, 0.998123, -2.054602], [-0.763677, -0.670922, -2.052518], [1.607103, -1.184432, -1.239881], [1.717255, 1.635486, -0.995209], [2.776153, 0.628679, 0.132441], [1.443409, 0.914687, 1.962852], [0.314195, 2.096219, 0.842357], [-0.592981, -0.128426, 2.005803], [-0.172197, -2.167702, 0.350039], [1.379963, -1.510428, 1.174077]], "atomic_forces_ev_per_a": [[0.0, 0.6, -0.6], [0.6, 0.1, -0.2], [-1.2, -1.8, 1.6], [2.7, -0.2, -3.0], [-0.2, 0.4, 0.5], [-1.5, 1.7, 2.9], [-0.5, -0.8, -0.9], [1.6, 0.2, -0.3], [-1.4, -0.2, -0.1], [1.1, 0.8, -0.2], [-0.3, 1.1, 0.6], [0.1, -1.2, 0.8], [-0.4, -1.3, -1.0], [1.1, -0.1, -1.4], [0.0, -1.3, 1.2], [-1.1, 0.1, -0.7], [-0.8, 1.1, -0.8], [1.1, -0.8, 1.2], [-1.0, 0.0, 1.2], [1.2, 1.4, -0.1], [-1.1, 0.2, -0.6]]}

---

{"formula": "C7H10F3N2O2", "method": "wB97M-V/def2-TZVPD", "homo_lumo_gap_ev": 8.72, "lumo_ev": -3.52, "e_above_lowest_kcal_mol": 0.0, "smiles": "O[C@@]1(C(F)(F)F)ONC2=C1C[NH2+]CC2", "homo_energy_ev": -12.24, "charge": 1, "e_tot_ev": -22639.45124, "spin_multiplicity": 1, "species": ["O", "C", "C", "F", "F", "F", "O", "N", "C", "C", "C", "N", "C", "C", "H", "H", "H", "H", "H", "H", "H", "H", "H", "H"], "positions_angstrom": [[-1.498153, 1.965959, -1.494500], [-0.415571, 1.674774, -0.657558], [0.816051, 2.109924, -1.396370], [1.126753, 1.294294, -2.387658], [0.768929, 3.319292, -1.901285], [1.827394, 1.990587, -0.515942], [-0.422536, 2.334286, 0.570958], [-0.297938, 1.449554, 1.599860], [-0.142507, 0.175770, 1.081939], [-0.296969, 0.192314, -0.255244], [-0.286549, -1.042032, -1.098870], [-0.312516, -2.249739, -0.228258], [0.642116, -2.122319, 0.918420], [0.027465, -1.083264, 1.898778], [-1.876813, 2.814237, -1.086404], [0.364911, 1.904050, 2.293900], [-1.246290, -1.154289, -1.747308], [0.571702, -0.980848, -1.849952], [-1.290283, -2.416221, 0.078731], [-0.261966, -3.069868, -0.723558], [1.525540, -1.869252, 0.477520], [0.790129, -2.985402, 1.483035], [0.916197, -0.954255, 2.612245], [-1.029096, -1.297552, 2.327519]], "atomic_forces_ev_per_a": [[-1.0, 1.7, 1.9], [-0.3, -1.7, -0.9], [1.4, 0.0, 0.3], [-0.2, -1.0, -1.1], [-0.1, 0.7, 0.3], [0.7, 0.6, 0.1], [-0.8, 1.4, -1.3], [0.9, -0.5, 2.9], [-0.1, 0.5, -0.5], [0.0, 0.2, 0.8], [-1.3, 1.0, -2.7], [-1.3, 1.3, 1.6], [-3.7, 0.7, 1.3], [1.1, 1.0, -0.2], [0.4, -1.6, -1.1], [-0.9, -1.3, -1.1], [1.6, 0.4, 1.0], [-0.9, -0.8, 1.2], [0.4, 0.9, 0.6], [1.4, -2.6, -2.1], [2.5, 1.2, -0.8], [-0.1, -2.0, 0.3], [-1.9, 0.0, -0.2], [2.2, -0.3, -0.2]]}

---

{"formula": "C7H10FN", "method": "wB97M-V/def2-TZVPD", "homo_lumo_gap_ev": [7.01, 6.72], "lumo_ev": [0.32, 0.19], "e_above_lowest_kcal_mol": 128.5, "homo_energy_ev": [-6.68, -6.53], "charge": 0, "e_tot_ev": -11622.46818, "spin_multiplicity": 1, "species": ["C", "C", "C", "C", "C", "C", "C", "N", "F", "H", "H", "H", "H", "H", "H", "H", "H", "H", "H"], "positions_angstrom": [[-1.501887, 0.736744, 0.440113], [-0.553307, 1.671747, 0.209697], [-1.275600, -0.654662, 0.347832], [0.635682, -0.982470, -0.345844], [0.660544, 1.277363, -0.628809], [-2.344756, -1.523489, -0.177480], [2.683551, 0.031039, 0.510030], [1.371449, 0.042857, -0.198979], [1.012294, -2.133945, 0.266728], [-2.382107, 1.230459, 0.852448], [-0.786414, 2.698242, 0.272134], [0.314238, 1.092005, -1.620229], [1.467311, 1.965755, -0.834224], [-3.383771, -1.410021, 0.145822], [-2.203789, -2.503329, -0.117191], [-2.605970, -1.444793, -1.188976], [3.345447, -0.291723, -0.237116], [2.785101, 0.936567, 1.100005], [2.761978, -0.738345, 1.204032]], "atomic_forces_ev_per_a": [[1.2, 0.3, 0.4], [1.8, -0.8, -1.2], [1.1, 0.1, -0.7], [-5.3, -1.8, 1.8], [0.4, 0.2, 0.2], [-1.2, 2.3, -0.2], [-1.9, 0.8, -0.4], [0.8, 1.1, 1.1], [0.8, 0.7, -0.8], [-0.5, -1.0, 0.0], [0.0, 1.0, 0.3], [-0.4, -0.6, -1.0], [0.0, 0.9, 0.7], [0.3, 0.8, 1.2], [1.2, -4.4, 0.9], [0.3, 0.8, -2.2], [1.7, 0.7, -0.9], [0.5, 0.3, -0.7], [-0.6, -1.6, 1.4]]}

---

{"formula": "C7H10FN3", "method": "wB97M-V/def2-TZVPD", "homo_lumo_gap_ev": [8.97, 8.97], "lumo_ev": [0.73, 0.73], "e_above_lowest_kcal_mol": 31.2, "homo_energy_ev": [-8.24, -8.24], "charge": 0, "e_tot_ev": -14605.22553, "spin_multiplicity": 1, "species": ["C", "C", "C", "C", "C", "C", "C", "N", "N", "N", "F", "H", "H", "H", "H", "H", "H", "H", "H", "H", "H"], "positions_angstrom": [[-0.574884, 0.944535, 2.185693], [0.015467, -1.779763, 0.786446], [1.294899, -1.039531, 0.366111], [-1.130018, -0.310503, -0.530127], [1.596832, -0.412182, -1.998223], [-0.778453, 1.810620, 1.032119], [-1.658009, 1.067893, -0.119931], [-0.224935, 0.372935, 3.105538], [-1.035102, -1.434252, 0.243400], [1.010185, -0.059871, -0.709797], [-1.585276, -0.644774, -1.785565], [-0.092867, -2.465348, 1.626749], [1.445046, -0.567301, 1.346202], [2.264764, -1.588904, 0.204280], [1.177639, 0.396129, -2.557888], [2.665818, -0.203502, -1.986557], [1.406239, -1.460919, -2.401565], [-1.505958, 2.505390, 1.413087], [0.075945, 2.226655, 0.577616], [-1.670275, 1.659535, -1.052274], [-2.697056, 0.983158, 0.254685]], "atomic_forces_ev_per_a": [[1.0, 0.9, -1.1], [2.2, -0.6, 0.0], [0.3, 0.8, -0.3], [2.9, -0.6, -2.1], [-0.8, -0.4, 0.6], [-3.4, -2.0, -1.2], [0.9, -0.4, 0.9], [0.0, -0.8, 1.1], [-3.3, 1.8, -0.2], [-1.7, -1.3, 2.4], [0.1, 0.5, 0.9], [0.6, -0.3, -0.2], [0.4, 0.6, -0.1], [-1.3, -0.2, 0.0], [-0.2, -0.1, -1.5], [0.3, -0.3, 0.2], [0.0, 1.3, 0.3], [0.1, 1.1, -0.1], [1.2, 0.4, 0.0], [0.1, -0.2, 0.6], [0.5, -0.2, -0.3]]}

---

{"formula": "C7H10FNO2", "method": "wB97M-V/def2-TZVPD", "homo_lumo_gap_ev": 8.99, "lumo_ev": 0.48, "e_above_lowest_kcal_mol": 35.3, "smiles": "C=C(N)CCC(=C)F.O=C=O", "homo_energy_ev": -8.52, "charge": 0, "e_tot_ev": -15722.29495, "spin_multiplicity": 1, "species": ["C", "C", "N", "C", "C", "C", "C", "F", "H", "H", "H", "H", "H", "H", "H", "H", "H", "H", "O", "C", "O"], "positions_angstrom": [[-0.041005, 3.359487, 0.522695], [0.305795, 2.165140, 0.946703], [0.166584, 1.935811, 2.347547], [0.336443, 0.908219, 0.015340], [-0.844142, -0.112291, 0.328117], [-0.225416, -1.458250, 0.189688], [-0.212193, -2.317725, -0.801607], [0.470482, -1.779302, 1.374552], [-0.291315, 4.231187, 1.086666], [-0.211841, 3.429388, -0.533679], [0.476049, 2.821063, 2.777899], [0.743666, 1.196109, 2.785670], [1.349293, 0.478218, -0.059402], [0.105511, 1.231765, -0.955901], [-1.301819, 0.028859, 1.399093], [-1.612331, 0.028353, -0.464962], [-0.558199, -2.112532, -1.782033], [0.606158, -3.068101, -0.613468], [3.728560, -2.319500, -1.984510], [2.666437, -1.979568, -2.242750], [1.593627, -1.626698, -2.393047]], "atomic_forces_ev_per_a": [[0.0, 0.3, -1.9], [-1.3, -2.1, 0.7], [1.7, 0.2, 0.7], [-0.4, 1.0, 1.9], [0.3, 0.4, 1.0], [-0.8, 0.1, 1.6], [2.1, -0.9, 1.5], [-0.5, 0.3, -1.3], [0.1, 0.2, 0.6], [0.1, 0.4, -0.4], [-0.5, -0.7, 0.2], [-0.4, 0.4, -0.8], [-0.5, -0.2, 0.5], [0.0, 0.8, -1.4], [0.9, -0.2, -2.1], [0.4, -0.1, 0.8], [-0.6, 0.0, -0.4], [-1.4, 0.2, -0.6], [1.6, -0.6, 0.0], [0.6, 0.0, 0.7], [-1.5, 0.9, -1.3]]}

---

{"formula": "C7H10IN", "method": "wB97M-V/def2-TZVPD", "homo_lumo_gap_ev": 8.24, "lumo_ev": -0.07, "e_above_lowest_kcal_mol": 7.9, "homo_energy_ev": -8.31, "charge": 0, "e_tot_ev": -17007.20498, "spin_multiplicity": 1, "species": ["C", "C", "C", "C", "C", "C", "C", "N", "I", "H", "H", "H", "H", "H", "H", "H", "H", "H", "H"], "positions_angstrom": [[-1.622461, -2.115592, -0.980871], [-1.887753, -1.331075, 0.070306], [-0.466209, -0.593302, -0.483330], [-0.001510, 0.959771, 1.336419], [0.533583, 1.637728, -0.983123], [1.753709, -0.357857, 0.127130], [0.487476, 0.408807, 0.006090], [-0.435384, -1.478351, -1.399353], [-3.324553, -1.252518, 1.642594], [-2.093362, -3.044418, -1.261946], [0.738999, 1.697862, 1.516734], [-1.035059, 1.410760, 1.415985], [-0.003286, 0.128371, 2.012423], [0.757722, 2.667512, -0.621197], [-0.558416, 1.533795, -1.273495], [1.151701, 1.348002, -1.861190], [1.637999, -1.171597, 1.009427], [2.406621, 0.368017, 0.512430], [1.960185, -0.815913, -0.785031]], "atomic_forces_ev_per_a": [[-2.6, -0.7, 2.3], [0.2, 0.5, 0.0], [-2.0, -1.5, 0.0], [-1.1, -0.3, -0.3], [-1.5, -1.7, -1.0], [-0.9, -1.4, 3.9], [-1.4, 1.4, -0.5], [2.4, 1.3, -1.2], [0.8, -0.1, -0.9], [0.3, 0.0, -0.6], [0.5, 0.7, 1.2], [1.1, -0.4, -0.7], [0.2, -0.2, 1.0], [0.0, -1.1, 0.1], [1.2, 1.3, -0.4], [-0.4, 0.5, 0.4], [0.3, 1.6, -2.2], [1.9, 0.6, 0.1], [1.0, -0.7, -1.3]]}